[1]
Computed, not measured: a cluster of 2 separate species, C4H8O2 in total at a distorted geometry, with ωB97M-V/def2-TZVPD.

Structure (ORCA input):
```
! wB97M-V def2-TZVPD RIJCOSX def2/J DEFGRID3
* xyz 0 1
C 1.47797 0.62484 -1.73349
C 1.62831 -0.26963 -0.75387
O 1.64076 0.04250 0.60556
H 1.91568 0.42641 -2.70529
H 0.79264 1.45449 -1.66831
H 1.85652 -1.31501 -0.92045
H 2.36429 -0.51380 0.90279
C -1.38851 1.10176 0.87294
C -1.95572 -0.10858 0.83382
O -1.38178 -1.24221 0.29344
H -2.05626 1.93850 0.68553
H -0.34445 1.21067 0.56633
H -2.97095 -0.21635 1.22055
H -1.86123 -1.34166 -0.54341
*
```

Results
Relative energy (zero: lowest compared OMol25 entry of this formula, charge and spin)   3.893 eV
Structure (SMILES)   C=CO.C=CO
LUMO   0.0311 Ha
Kohn-Sham gap   9.770 eV
Calculated total energy   -8369.3883 eV

***

[2]
Computed, not measured: a structure of composition C18H38N4ReSb2 at a distorted geometry, with ωB97M-V/def2-TZVPD.

Structure (ORCA input):
```
! wB97M-V def2-TZVPD RIJCOSX def2/J DEFGRID3
* xyz 4 2
Re 0.02410 0.09670 -0.04840
N -0.23660 0.49120 2.15440
C -0.44560 1.95740 2.40440
C -0.51230 2.77770 1.10240
N 0.47090 2.30980 0.10320
C 1.85970 2.51530 0.58380
C 2.81530 1.54040 -0.10010
N 2.29870 0.16080 0.08800
C 0.29560 2.97070 -1.22030
C -0.40290 2.06370 -2.24030
N 0.19190 0.70300 -2.18160
H -1.01450 -0.01980 2.57990
H 0.57780 0.19970 2.70130
H 0.35460 2.33720 3.04210
H -1.37540 2.11550 2.95270
H -0.35520 3.83340 1.35510
H -1.50660 2.68600 0.65220
H 1.90500 2.34810 1.65890
H 2.18120 3.54750 0.40580
H 3.81200 1.64730 0.34150
H 2.91430 1.75060 -1.16770
H 2.55570 -0.14880 1.02940
H 2.81250 -0.46130 -0.54370
H 1.27510 3.24410 -1.61710
H -0.27090 3.89810 -1.11570
H -0.28710 2.49730 -3.24050
H -1.47750 1.98850 -2.04090
H 1.18150 0.79750 -2.44100
H -0.22300 0.13110 -2.92270
C -4.21240 1.26630 0.49360
Sb -2.79520 -0.17910 -0.22560
C -3.62150 -0.66960 -2.14330
C -3.52830 -1.89390 1.05640
C -3.81100 -3.05370 0.23720
C -5.09910 -3.21210 -0.30100
C -5.42570 -4.30570 -1.07870
C -4.44100 -5.26820 -1.37940
C -3.14630 -5.10380 -0.91310
C -2.81050 -4.04960 -0.05360
C -1.51360 -4.06120 0.59990
Sb 0.05200 -2.78970 -0.39990
C -0.27530 -3.45650 -2.40580
C 1.73020 -3.99580 0.16990
H -4.13870 1.39680 1.57150
H -5.20510 0.88900 0.25020
H -4.09060 2.22420 -0.00450
H -4.54040 -1.23090 -1.98940
H -2.93860 -1.25450 -2.75360
H -3.87370 0.25430 -2.65870
H -4.43260 -1.47320 1.48750
H -2.76570 -2.03980 1.81300
H -5.85680 -2.47770 -0.06520
H -6.42620 -4.42120 -1.47310
H -4.69590 -6.14060 -1.96540
H -2.39830 -5.84620 -1.15690
H -1.03380 -5.03630 0.52480
H -1.52910 -3.74180 1.63740
H -0.30220 -4.54420 -2.38230
H 0.55400 -3.15400 -3.03830
H -1.20700 -3.08470 -2.82150
H 1.52380 -5.00200 -0.19280
H 1.85980 -4.02340 1.24930
H 2.64170 -3.64040 -0.30320
*
```

Results
Relative energy (zero: lowest compared OMol25 entry of this formula, charge and spin)   0.900 eV
LUMO (spin up / spin down)   -0.5794 / -0.5750 Ha
Kohn-Sham gap (spin up / spin down)   4.301 / 4.219 eV
Calculated total energy   -40405.3720 eV

***

[3]
Computed, not measured: the ion C5H6N with charge +1 at a distorted geometry, with ωB97M-V/def2-TZVPD.

Structure (ORCA input):
```
! wB97M-V def2-TZVPD RIJCOSX def2/J DEFGRID3
* xyz 1 1
C -1.97067 -0.53874 -0.58885
C -1.08645 0.75748 -0.20638
C 0.94100 -0.80401 0.21727
C 1.65066 0.49636 0.22117
C 0.21455 0.41517 -0.05172
N -2.16324 0.05506 0.45368
H -2.11384 -1.32412 -1.22317
H -1.36838 1.77393 -0.47332
H 1.03214 -1.56524 -0.56759
H 0.77777 -1.10943 1.33249
H 1.75014 0.90035 1.25606
H 2.33633 0.94321 -0.36963
*
```

Results
Relative energy (zero: lowest compared OMol25 entry of this formula, charge and spin)   5.652 eV
LUMO   -0.2304 Ha
Kohn-Sham gap   9.671 eV
Calculated total energy   -6759.5254 eV

***

[4]
Computed, not measured: an isolated molecule of C4H8O2, with ωB97M-V/def2-TZVPD.

Structure (ORCA input):
```
! wB97M-V def2-TZVPD RIJCOSX def2/J DEFGRID3
* xyz 0 1
C -1.75263 -0.72132 -0.04424
C -0.36162 -0.46435 -0.61394
C 0.41715 0.49805 0.27807
O 0.58438 -0.02277 1.56507
C 1.75945 0.85532 -0.31232
O 2.76662 0.83951 0.35832
H -2.37375 -1.29267 -0.74029
H -2.25288 0.23029 0.16920
H -1.68399 -1.26736 0.90084
H -0.43146 -0.02344 -1.61932
H 0.19807 -1.40272 -0.70874
H -0.15318 1.44809 0.32027
H 1.50286 0.16834 1.82467
H 1.78097 1.15503 -1.37759
*
```

Results
Relative energy (zero: lowest compared OMol25 entry of this formula, charge and spin)   0.993 eV
Structure (SMILES)   CC[C@@H](O)C=O
LUMO   0.0325 Ha
Kohn-Sham gap   11.232 eV
Calculated total energy   -8372.2883 eV